1.
DFT (ωB97M-V/def2-TZVPD) results for 5 unconnected molecules or ions with the total composition C43H56BBr2ClF37N3O8.

XYZ file:
```
151
C43H56BBr2ClF37N3O8 ωB97M-V/def2-TZVPD
H 0.735 -2.230 -2.002
O -2.272 0.998 -2.018
H 1.765 -5.370 -7.754
C 0.912 3.424 -3.212
H -0.213 1.234 -5.847
F 4.097 -11.231 2.545
F 3.666 6.302 4.344
H -2.885 3.227 -3.393
H -2.591 -1.724 -9.159
F 2.106 -9.436 2.318
C 2.341 2.414 1.971
B -1.335 0.933 -4.276
H -4.622 4.020 9.829
N -0.970 -6.079 -0.855
F 1.171 5.712 -2.702
O 0.017 1.339 -0.812
H -1.069 6.292 8.054
H 5.626 7.378 6.019
H 0.336 3.150 0.092
H -3.505 0.966 -4.471
C -2.789 0.222 -0.965
C -3.071 1.122 0.280
C -2.841 3.064 -4.469
H -0.468 -4.153 0.904
C -0.440 -1.645 -8.862
H -1.986 3.643 -4.844
F 2.680 -11.917 1.023
N 0.858 -4.558 -0.657
F 0.823 -11.160 -0.973
C 1.685 3.533 2.804
H -1.896 -1.498 -2.738
F 0.543 -4.843 -9.248
C 1.335 1.553 1.197
H -3.842 1.041 3.020
H -0.401 -1.275 -3.614
F 7.016 3.576 6.145
H -1.295 -9.994 1.264
F -1.608 -1.660 -10.894
F 0.279 -4.868 -5.760
H -0.089 6.225 -5.077
H 3.513 6.112 6.871
F -1.653 3.405 4.810
Br -3.970 -2.410 -1.134
F -4.570 6.077 7.248
H -1.498 -2.177 0.075
C 5.785 6.704 5.176
H 0.813 -2.988 0.686
H -1.746 -5.881 -1.468
F -2.652 2.425 0.022
H -1.273 0.856 1.327
F -4.285 3.336 7.979
F -1.736 -3.462 -9.657
C 1.063 -8.985 -0.063
F 7.058 6.139 7.393
F 0.671 -2.008 -9.528
C -1.129 0.516 -2.728
Br -6.673 -0.947 -2.365
H -6.274 1.799 -1.356
C 0.702 -5.307 -7.993
C -5.381 1.533 -1.936
F 1.804 5.578 -5.220
C 4.650 5.681 5.069
F -1.417 -11.774 0.372
H 0.676 -8.375 0.754
H 1.645 -5.762 -2.631
H 0.643 3.270 3.039
C 2.975 -9.582 1.305
C -0.905 -1.021 -2.673
H -2.179 0.952 3.654
F 2.975 4.374 6.048
C -1.975 5.932 7.567
Cl 1.672 0.729 -2.754
H -1.173 -5.774 0.082
H -4.531 2.108 -1.561
O -0.305 0.596 -5.133
C -2.792 1.275 2.809
C -4.203 5.650 8.466
C -2.330 0.614 1.510
F -0.813 -9.712 -1.206
C -0.860 -2.695 -0.656
H -2.695 2.363 2.716
C -1.512 4.733 6.735
C 0.090 -3.605 0.135
C -4.813 4.277 8.786
H 1.770 3.491 -2.535
F 4.824 4.637 7.192
F -6.143 4.337 8.566
O 2.436 -9.279 0.102
C 3.955 5.250 6.365
C 3.606 -10.983 1.310
H 1.248 2.994 -4.162
F 5.052 4.595 4.384
F -0.858 5.039 -3.074
F -4.723 6.514 9.372
F 0.091 4.338 -5.720
F 8.729 4.031 7.434
H -5.578 1.814 -2.975
H 3.069 2.847 1.273
H 1.669 4.486 2.265
H -2.659 1.491 -5.930
H 8.802 4.134 5.436
F 0.182 -11.245 1.770
H 1.778 0.580 0.935
H 1.773 2.458 -0.701
F -3.528 4.212 5.601
F -0.216 5.012 6.385
C 7.745 5.823 6.285
O 0.487 -3.113 -7.053
C -1.683 -2.116 -9.624
C 0.422 4.859 -3.442
C -0.095 -1.685 -1.528
H 1.022 -8.374 -0.967
H 4.415 -11.027 0.579
F -1.513 3.611 7.476
C -0.329 -2.011 -7.380
C -4.048 -0.539 -1.388
F 3.999 -8.716 1.531
H 2.888 1.748 2.649
C -2.222 4.479 5.401
C 0.889 2.221 -0.099
C -0.003 -4.379 -6.992
H 0.461 1.340 1.826
H -4.148 1.185 0.475
C 0.260 -5.603 -1.356
H -1.517 -3.310 -1.288
O -2.855 5.645 8.628
H -2.046 -0.512 -0.639
C 8.123 4.334 6.267
F -1.335 -4.420 -7.144
F -0.522 -0.274 -8.889
C -5.153 0.048 -1.833
O 7.091 6.182 5.150
H 0.371 -0.941 -0.880
H -1.314 -2.079 -6.916
C -0.649 -10.758 0.824
C 0.144 -10.175 -0.350
C -2.659 1.575 -4.830
H 5.707 7.293 4.263
F 8.913 6.509 6.323
F 0.144 -6.532 -7.912
H -3.730 3.482 -4.955
H 0.176 -1.160 -6.926
H -2.394 -0.481 1.562
N 0.771 -6.201 -2.349
C 0.520 5.336 -4.904
H 1.549 -4.102 -1.235
H -2.122 5.343 4.740
O -0.146 2.671 -2.671
C 0.060 1.363 -2.178
H 2.205 3.681 3.753
H -2.348 6.733 6.927
```

Output
SMILES string: [H]/N=C(/N)NCCCC[C@](O[C@H](/C(Br)=C(\C)Br)[C@H](F)CC)(B(O)CC)[C@](Cl)(OCCCC)OCC(F)(F)C(F)F.FC(F)C(F)(F)COC(F)(F)C(F)F.FC(F)C(F)(F)COC(F)(F)C(F)F.FC(F)C(F)(F)COC(F)(F)C(F)F.FC(F)C(F)(F)COC(F)(F)C(F)F
Strongest force on any atom in eV/A: 0.80
Total energy in Eh: -11766.4484
Net charge: 0
Kohn-Sham gap in Eh: 0.3441
E_LUMO in eV: 0.15

=====

2.
DFT (ωB97M-V/def2-TZVPD) results for 2 unconnected molecules or ions with the total composition C2H2FNO2.

XYZ file:
```
8
C2H2FNO2 ωB97M-V/def2-TZVPD
H -1.402 0.405 0.024
O 0.859 0.052 -0.596
O 2.600 0.651 2.353
C -1.317 -0.042 -0.978
F -2.315 -0.478 -1.730
C 1.491 0.624 2.196
N -0.195 -0.357 -1.366
H 0.575 0.638 0.163
```

Output
Strongest force on any atom in eV/A: 2.27
Total energy in Eh: -382.4153
Net charge: 0
Kohn-Sham gap in Eh: 0.4074
E_LUMO in eV: 0.75

=====

3.
DFT (ωB97M-V/def2-TZVPD) results for a single C2H5NO2 molecule.

XYZ file:
```
10
C2H5NO2 ωB97M-V/def2-TZVPD
O -0.038 -0.495 0.181
C 0.897 0.103 -0.596
C -1.366 -0.233 -0.241
O -1.770 1.037 0.156
N 2.055 -0.048 0.038
H 2.155 -0.556 0.915
H -1.973 -1.034 0.208
H -1.429 1.175 1.054
H 2.894 0.312 -0.384
H -1.425 -0.261 -1.330
```

Output
Strongest force on any atom in eV/A: 0.63
Total energy in Eh: -284.3829
Net charge: 0
Kohn-Sham gap in Eh: 0.3645
E_LUMO in eV: 0.95

=====

4.
DFT (ωB97M-V/def2-TZVPD) results for a single C6H10N2 molecule.

XYZ file:
```
18
C6H10N2 ωB97M-V/def2-TZVPD
H -0.968 1.734 0.876
H 0.395 -1.685 -2.805
N -1.320 -0.404 2.393
C 0.810 1.290 -0.284
H -1.874 -1.256 2.471
C -0.175 -1.345 0.371
H 0.467 1.536 1.877
H 0.851 0.518 -2.305
C -0.032 1.191 0.974
H -0.768 0.808 -1.668
C 0.086 -1.032 -1.032
N 0.178 -2.002 -1.861
H -0.546 -2.354 0.527
C 0.229 0.434 -1.411
C -0.679 -0.346 1.271
H 0.855 2.338 -0.593
H 1.835 0.972 -0.075
H 0.656 -0.396 1.273
```

Output
Strongest force on any atom in eV/A: 2.93
Total energy in Eh: -343.9871
Net charge: 0
Kohn-Sham gap in Eh: 0.3245
E_LUMO in eV: 0.22

=====

5.
DFT (ωB97M-V/def2-TZVPD) results for 2 unconnected molecules or ions with the total composition C5H11NO.

XYZ file:
```
18
C5H11NO ωB97M-V/def2-TZVPD
H 2.017 1.589 0.166
H 1.922 -0.069 -0.537
H 1.277 1.375 -1.408
H 0.218 -1.969 0.545
H 0.337 1.550 1.639
H -0.126 -0.981 -1.554
H -0.557 0.519 -2.415
H -0.805 -1.937 2.001
C 1.419 0.893 -0.414
C -0.776 -0.105 -1.551
O -1.049 1.938 -0.275
H -1.553 -1.923 0.397
H 1.181 -0.088 1.954
N -0.745 -0.086 1.015
C -0.663 0.787 -0.324
C 0.424 0.493 1.407
H -1.814 -0.437 -1.623
C -0.707 -1.551 0.977
```

Output
Strongest force on any atom in eV/A: 1.94
Total energy in Eh: -326.9575
Net charge: 0
Kohn-Sham gap in Eh: 0.3292
E_LUMO in eV: 0.66

=====

6.
DFT (ωB97M-V/def2-TZVPD) results for a molecular structure, C42H30BrF4MnN3OPTe.

XYZ file:
```
84
C42H30BrF4MnN3OPTe ωB97M-V/def2-TZVPD
H 6.951 1.241 -0.377
C -1.811 -3.620 1.886
H -3.205 -2.047 2.420
H 0.973 -1.228 5.755
H 3.025 2.568 0.668
H -2.036 -2.749 -1.291
C -2.166 0.140 -1.517
C -0.858 1.021 -5.788
H -0.625 4.714 1.656
H -4.145 2.019 3.881
C -3.380 2.603 3.384
C 4.026 -0.407 -0.245
H -3.223 -1.439 -2.538
C -1.395 4.124 2.133
H -1.445 1.911 -0.532
C 1.335 1.246 3.480
C -0.397 -2.044 -2.499
C 5.044 2.061 0.184
C 0.841 0.082 4.063
H 5.966 -1.057 -0.771
F 1.623 3.449 -4.906
C -4.567 -0.070 -1.595
C 0.665 1.727 -3.604
C -2.250 -2.300 1.980
C -0.599 -3.891 1.284
H 1.311 -1.670 -3.765
F -1.598 0.686 -6.828
H 3.625 2.141 5.797
H -0.025 -5.732 -3.605
H 1.215 -3.526 -0.912
O 4.040 -2.734 -0.719
H 0.061 -0.495 3.587
Mn 1.137 -0.143 0.173
H -0.238 -4.906 1.172
C -3.305 -0.546 -1.934
H -4.436 4.457 3.590
C 1.430 -3.048 0.045
C 0.754 -3.736 -3.775
F 0.143 2.739 -7.014
H -1.724 -0.269 1.552
H 2.712 2.902 3.635
C -2.317 1.329 -0.800
C -0.122 -4.701 -3.286
C 0.029 2.071 -5.886
C 3.703 1.786 0.362
C 0.789 2.425 -4.787
H 2.104 -3.716 0.581
H -2.106 0.915 3.055
N 3.189 0.562 0.160
C 5.896 1.050 -0.229
C 1.356 -0.331 5.284
C -3.539 3.975 3.224
C -2.235 1.978 2.914
C 2.358 0.408 5.902
Te 0.563 1.952 1.666
C 0.617 -2.413 -3.382
C -4.706 1.100 -0.861
H -1.804 -5.091 -2.011
C -1.259 2.753 2.298
H -2.679 5.802 2.489
C 5.369 -0.213 -0.449
F -1.845 -0.675 -4.565
N 2.069 -1.744 -0.117
H -5.694 1.467 -0.608
C 2.340 1.992 4.088
N -0.236 -1.567 0.943
H 5.403 3.065 0.366
H -5.447 -0.610 -1.927
C 0.164 -2.840 0.798
Br 1.714 2.374 -2.178
H 1.541 -4.016 -4.463
C 3.409 -1.754 -0.418
C -3.577 1.813 -0.475
H -3.675 2.746 0.068
H -2.422 -4.428 2.269
C 2.849 1.564 5.308
C -1.259 -3.015 -1.997
C -0.967 0.328 -4.597
H 2.758 0.081 6.853
C -0.211 0.644 -3.476
C -2.554 4.733 2.604
C -1.433 -1.307 1.505
P -0.458 -0.323 -1.943
C -1.123 -4.341 -2.395
```

Output
Strongest force on any atom in eV/A: 0.98
Total energy in Eh: -6591.3666
Net charge: +2
Kohn-Sham gap (alpha / beta) in Eh: 0.2295 / 0.2872
Multiplicity: 5
E_LUMO (alpha / beta) in eV: -7.60 / -6.30

=====

7.
DFT (ωB97M-V/def2-TZVPD) results for a single C4H5NO molecule.

XYZ file:
```
11
C4H5NO ωB97M-V/def2-TZVPD
C -1.745 -0.805 -0.009
C 0.198 0.069 -0.134
O -1.942 0.546 -0.108
H 2.428 0.578 -0.726
H -2.796 -1.287 0.296
H -0.485 2.151 0.333
H 1.701 -1.127 -0.220
C -0.697 0.976 -0.178
C 1.657 -0.082 -0.021
H 2.115 0.148 0.940
N -0.435 -1.165 -0.172
```

Output
SMILES string: Cc1cocn1
Strongest force on any atom in eV/A: 10.01
Total energy in Eh: -285.3116
Net charge: 0
Kohn-Sham gap in Eh: 0.3774
E_LUMO in eV: 0.97

=====

8.
DFT (ωB97M-V/def2-TZVPD) results for a single C4H14OSi2 molecule.

XYZ file:
```
21
C4H14OSi2 ωB97M-V/def2-TZVPD
H 0.589 -2.264 -1.286
H -2.100 2.835 1.744
H 1.675 -0.590 1.991
H 1.331 -1.115 -2.707
C 1.864 -1.234 1.166
H -2.974 0.079 -0.168
H 2.529 0.844 -0.792
C 1.366 -1.614 -1.731
H -2.082 -1.227 -1.062
H 2.391 -1.987 -1.592
Si 1.515 -0.257 -0.424
H -0.547 3.653 1.727
Si -0.534 0.839 -0.451
H 0.981 -1.829 1.210
C -1.975 -0.443 -0.303
H -1.415 3.510 0.268
H -1.748 -0.874 0.721
H -0.847 1.454 -1.652
H 2.859 -1.651 1.142
O -0.678 1.675 0.984
C -1.141 2.969 1.239
```

Output
SMILES string: CO[Si@H](C)[SiH](C)C
Strongest force on any atom in eV/A: 4.55
Total energy in Eh: -815.0095
Net charge: 0
Kohn-Sham gap in Eh: 0.3649
E_LUMO in eV: 0.96

=====

9.
DFT (ωB97M-V/def2-TZVPD) results for a single C3H7ClN2S molecule.

XYZ file:
```
14
C3H7ClN2S ωB97M-V/def2-TZVPD
H 2.739 1.711 -0.613
H -3.126 -1.253 -0.338
S 1.615 2.060 0.059
H 1.092 -1.871 1.254
C -2.325 -0.305 -0.117
H -0.143 1.467 -0.861
H 1.576 0.014 1.327
N -0.990 -0.848 -0.080
H -2.347 0.477 -1.129
C 0.189 -0.230 -0.034
Cl 2.449 -1.540 -0.374
H -2.523 0.387 0.718
C 1.254 -0.995 0.734
N 0.540 0.925 -0.545
```

Output
SMILES string: C/N=C(/CCl)NS
Strongest force on any atom in eV/A: 7.77
Total energy in Eh: -1086.2726
Net charge: 0
Kohn-Sham gap in Eh: 0.3340
E_LUMO in eV: 0.57

=====

10.
DFT (ωB97M-V/def2-TZVPD) results for 2 unconnected molecules or ions with the total composition C4H12N2O3.

XYZ file:
```
21
C4H12N2O3 ωB97M-V/def2-TZVPD
H -1.635 -2.248 -0.630
C 0.669 0.440 1.571
H 1.620 0.946 1.388
O 1.509 -1.757 -1.445
H -0.435 -3.408 -1.240
H 1.967 -0.895 -1.528
C -0.567 -2.471 -0.695
H 1.463 2.112 -0.254
O -1.026 1.292 -1.663
O 1.095 1.696 -1.055
N 0.115 -1.373 -1.368
N -0.881 2.312 1.275
H -0.191 -2.600 0.324
H 0.457 0.507 2.645
H -1.690 2.652 0.749
H 0.820 -0.613 1.328
H -0.174 -1.396 -2.404
C -0.483 1.011 0.752
H -1.164 2.290 2.255
H -1.332 0.321 0.812
C -0.139 1.183 -0.818
```

Output
SMILES string: C[C@@H](N)C(=O)O.CNO
Strongest force on any atom in eV/A: 3.69
Total energy in Eh: -494.7690
Net charge: 0
Kohn-Sham gap in Eh: 0.3723
E_LUMO in eV: 0.74

=====

11.
DFT (ωB97M-V/def2-TZVPD) results for a single C4H5NO2 molecule.

XYZ file:
```
12
C4H5NO2 ωB97M-V/def2-TZVPD
O 0.969 1.062 0.442
C 0.634 -0.407 0.726
C 1.875 1.276 -0.409
C -0.085 -0.913 -0.531
H 1.579 -1.171 0.928
H 1.959 2.416 -0.580
O -3.204 0.870 0.232
C -2.276 0.224 -0.006
H 0.252 -0.420 -1.448
N -1.487 -0.526 -0.474
H -0.218 -2.047 -0.499
H 0.002 -0.365 1.619
```

Output
Strongest force on any atom in eV/A: 3.38
Total energy in Eh: -360.5065
Net charge: 0
Kohn-Sham gap in Eh: 0.3357
E_LUMO in eV: 0.56

=====

12.
DFT (ωB97M-V/def2-TZVPD) results for 2 unconnected molecules or ions with the total composition C29H30F6N2O5.

XYZ file:
```
72
C29H30F6N2O5 ωB97M-V/def2-TZVPD
H 2.635 1.506 2.905
H -5.027 4.485 7.887
H -3.723 3.471 7.202
H 2.487 0.408 9.825
H 0.502 1.848 10.325
C 1.628 0.409 9.151
H 0.496 -1.049 6.275
H 3.576 -0.785 3.352
O -2.968 -0.101 2.103
H 2.455 -1.065 7.805
C 2.451 1.007 3.869
H -7.351 4.678 7.958
C -4.805 -0.873 0.761
H 3.384 -0.517 5.108
F -10.901 0.932 1.017
N -5.381 1.414 6.445
C -6.507 1.185 5.547
C -5.446 1.981 8.883
C -1.105 0.420 3.395
O -2.386 2.091 2.309
H -6.178 1.187 9.091
C -3.944 0.313 1.126
H -7.951 3.355 8.987
H -4.565 1.120 1.543
H -4.224 -1.676 0.289
H 2.446 1.790 4.645
H -5.371 1.044 3.730
C 1.604 -0.411 8.013
C 0.159 1.142 3.459
C -4.199 0.793 6.223
H -3.019 1.741 7.730
C -9.742 1.100 1.689
O 0.296 2.315 3.153
H -5.556 -0.543 0.035
C -7.628 2.003 6.199
C -0.640 0.398 7.428
C -8.998 -0.010 2.087
H -5.024 4.071 6.132
O 1.171 0.337 3.859
C 0.517 1.212 9.436
C -9.322 2.384 2.041
H -4.440 1.581 9.028
F -9.422 -1.254 1.771
C -3.007 1.022 6.908
C -2.195 0.914 2.560
C -4.788 3.714 7.146
C -5.635 2.473 7.440
H -8.819 3.776 7.479
H 4.493 0.504 4.155
H -6.804 0.125 5.530
H -4.208 0.050 5.419
H -3.442 0.725 0.233
F -7.170 -0.923 3.294
C 0.504 -0.411 7.161
H -1.451 1.831 8.859
F -7.827 3.792 3.202
H -1.741 -0.158 5.645
C -7.400 1.452 3.221
N -7.054 2.751 7.187
C -6.217 1.629 4.120
C -1.803 0.400 6.583
H -5.601 2.819 9.577
C -7.844 0.182 2.845
H -5.927 2.692 4.120
H -5.335 -1.282 1.634
C 3.528 -0.018 4.139
F -10.060 3.454 1.680
C -0.595 1.203 8.604
O -8.821 1.963 5.913
C -8.164 2.539 2.795
F -0.985 -0.926 3.455
C -7.838 3.697 7.951
```

Output
Strongest force on any atom in eV/A: 2.08
Total energy in Eh: -2207.8822
Net charge: 0
Kohn-Sham gap in Eh: 0.1504
E_LUMO in eV: -2.17